# C9H15NO4P

A cluster of 2 separate species, C9H15NO4P in total in a non-equilibrium geometry (ωB97M-V/def2-TZVPD, OMol25).

Computed properties:
orbital gap (alpha / beta): 7.9353 / 7.9367 eV
ΔE to the lowest compared entry with this formula, charge and spin: 129.0 kcal per mole
charge: +1
HOMO (alpha / beta): -12.011 / -12.013 eV

```
30
Properties=species:S:1:pos:R:3:forces:R:3
C 5.0017 0.3696 -0.3719 -1.804 -0.435 0.392
C 3.9248 1.1888 -0.6979 0.793 2.185 0.070
C 4.6740 -0.8140 0.2584 -1.879 0.774 -0.618
C 2.6441 0.8665 -0.2814 -1.469 1.368 -0.936
C 3.3304 -1.1603 0.4261 1.808 -0.719 0.414
C -3.1200 -2.1946 -0.0840 2.286 0.832 2.019
C -3.4799 2.0895 0.4412 2.794 2.865 2.435
C -1.5967 -2.1579 -0.3016 -0.595 0.696 -0.578
C -2.0241 1.6906 0.8778 -3.114 0.971 2.194
N 2.2936 -0.3486 0.1572 2.114 -0.692 0.719
O -1.3572 1.4823 -1.8687 0.281 -0.405 -1.067
O -1.3094 -1.2317 -1.4466 -0.082 2.090 -0.723
O -1.7615 0.3642 0.3518 0.267 0.612 0.849
O 1.0992 -0.6797 0.4681 -1.419 0.210 -0.366
P -1.4329 0.2600 -1.1196 0.925 -0.869 0.333
H 5.9752 0.7211 -0.4846 1.503 0.295 -0.387
H 4.1908 2.2350 -1.1107 -0.959 -1.866 0.708
H 5.3220 -1.5144 0.6889 1.277 -0.672 0.174
H 1.7541 1.5254 -0.2467 0.930 -0.122 -0.527
H 3.2561 -2.1204 0.9039 -1.313 -0.100 0.004
H -3.5194 -2.9163 -0.6574 -1.464 -2.676 -2.013
H -3.2116 -2.4911 0.9573 -0.466 0.061 0.145
H -3.7277 -1.3098 -0.2700 0.636 0.403 0.137
H -3.6984 2.1410 -0.5468 0.273 -0.390 -3.509
H -4.1402 1.4698 0.8512 -2.862 -2.539 1.928
H -3.7777 3.1399 0.7070 0.703 -0.905 0.491
H -1.0198 -2.9606 -0.6904 -0.587 -1.592 -0.174
H -0.9929 -1.8364 0.5121 0.088 0.637 0.831
H -1.8215 1.6714 2.0008 -0.795 -0.559 -1.530
H -1.4755 2.5208 0.5763 2.129 0.543 -1.415
```
Positions in Å, forces in eV/Å.